No. 1
# C5H6N2O3S2

A single C5H6N2O3S2 molecule at a distorted geometry (ωB97M-V/def2-TZVPD, OMol25).

Properties
SMILES string: CN1C(=O)[C@](C)([N+](=O)[O-])SC1=S
ΔE to the lowest compared entry with this formula, charge and spin, kcal/mol: 12.0
HOMO energy, Eh: -0.34630
Gap between HOMO and LUMO, eV: 8.85

Geometry as ORCA input:
```
! RIJCOSX wB97M-V def2-TZVPD def2/J DEFGRID3
* xyz 0 1
C 1.05976 1.73780 0.99545
N 0.10278 1.22782 0.06170
C 0.34389 -0.01733 -0.42617
O 1.27614 -0.70786 -0.18830
C -0.72239 -0.33801 -1.42970
C -1.52087 -1.91249 -0.80343
N -0.15060 -0.66766 -2.77084
O 1.04826 -0.67807 -2.99923
O -0.99977 -0.78775 -3.60075
S -1.99024 0.95612 -1.42472
C -0.99545 1.93465 -0.37596
S -1.45022 3.33300 0.24243
H 0.49155 1.83915 1.92755
H 1.79557 0.99961 1.02451
H 1.69399 2.60840 0.54466
H -2.18019 -2.11250 -1.65506
H -2.21140 -1.39685 -0.11339
H -0.73544 -2.54856 -0.39377
*
```

No. 2
# C5H3N3O2S

A single C5H3N3O2S molecule at a distorted geometry (ωB97M-V/def2-TZVPD, OMol25).

Properties
ΔE to the lowest compared entry with this formula, charge and spin, kcal/mol: 103.6
HOMO energy (spin up / spin down), Eh: -0.34648 / -0.34596
Gap between HOMO and LUMO (spin up / spin down), eV: 7.11 / 7.12

Geometry as ORCA input:
```
! RIJCOSX wB97M-V def2-TZVPD def2/J DEFGRID3
* xyz 0 1
C 1.18768 0.38231 -2.69175
C -1.15965 -1.93374 -0.61762
C 0.40102 0.16377 -1.58641
C -0.86148 -1.89573 -1.85560
C 0.25446 0.31388 -0.30161
N 1.72996 0.73313 -3.65405
N 0.77616 1.31605 0.43818
N -0.83619 -2.69883 -2.99674
O 0.32466 -3.06678 -3.31246
O -1.84268 -2.69641 -3.72057
S -0.79995 -0.74017 0.62259
H -1.70115 -2.85736 -0.11695
H 1.23602 2.12922 0.08660
H 0.24910 1.69681 1.26152
*
```

No. 3
# CH3OP

CH3OP as an isolated structure at a distorted geometry (ωB97M-V/def2-TZVPD, OMol25).

Properties
ΔE to the lowest compared entry with this formula, charge and spin, kcal/mol: 125.3
HOMO energy (spin up / spin down), Eh: -0.39718 / -0.32490
Gap between HOMO and LUMO (spin up / spin down), eV: 9.89 / 7.83

Geometry as ORCA input:
```
! RIJCOSX wB97M-V def2-TZVPD def2/J DEFGRID3
* xyz 0 1
C -0.47552 -0.43736 -0.33404
O -2.11241 0.05508 0.21569
P 0.76071 0.72072 -0.10556
H -0.61002 -1.24713 -1.01792
H 1.84836 -0.15163 0.01319
H 0.58888 1.06033 1.22865
*
```

No. 4
# CH8NS2

A 2-piece molecular cluster, CH8NS2 overall at a distorted geometry (ωB97M-V/def2-TZVPD, OMol25).

Properties
ΔE to the lowest compared entry with this formula, charge and spin, kcal/mol: 12.0
HOMO energy, Eh: -0.46438
Gap between HOMO and LUMO, eV: 8.74

Geometry as ORCA input:
```
! RIJCOSX wB97M-V def2-TZVPD def2/J DEFGRID3
* xyz 1 1
N 2.49492 -0.03351 -0.26216
H 2.76846 0.94490 -0.38875
H 2.70344 -0.56116 -1.10985
H 1.45682 -0.03738 -0.09192
H 3.06455 -0.33862 0.52865
C -2.16485 -0.09775 0.97830
S -0.50084 -0.44416 0.33064
S -0.57003 0.51687 -1.55286
H -2.71888 0.49129 0.24964
H -2.69481 -1.00155 1.26077
H -2.03507 0.48703 1.87992
H -1.80370 0.07404 -1.82237
*
```

No. 5
# C4H4AuO2

C4H4AuO2 as an isolated structure at a distorted geometry (ωB97M-V/def2-TZVPD, OMol25).

Properties
ΔE to the lowest compared entry with this formula, charge and spin, kcal/mol: 0.0
HOMO energy (spin up / spin down), Eh: -1.10879 / -1.15797
Gap between HOMO and LUMO (spin up / spin down), eV: 10.79 / 8.04

Geometry as ORCA input:
```
! RIJCOSX wB97M-V def2-TZVPD def2/J DEFGRID3
* xyz 4 4
C 2.24492 0.33160 -1.14358
O 2.12157 -0.38630 -2.03893
H 1.98010 -0.67087 -2.98118
C 0.40734 1.11696 1.10448
C -0.36221 0.09012 0.82360
C -1.21494 -0.70178 0.08430
O -2.38799 -0.99364 0.39520
Au -3.67047 -0.46210 1.34807
H 1.07682 1.07354 1.97248
H 0.22562 2.09521 0.64285
H -0.42076 -1.49274 -0.20728
*
```

No. 6
# C2H3N2O2

An isolated ion of composition C2H3N2O2 and charge -1 at a distorted geometry (ωB97M-V/def2-TZVPD, OMol25).

Properties
ΔE to the lowest compared entry with this formula, charge and spin, kcal/mol: 46.7
HOMO energy (spin up / spin down), Eh: -0.15604 / -0.14939
Gap between HOMO and LUMO (spin up / spin down), eV: 8.42 / 8.18

Geometry as ORCA input:
```
! RIJCOSX wB97M-V def2-TZVPD def2/J DEFGRID3
* xyz -1 1
C 2.63969 -0.05515 0.06100
C 0.24472 0.11769 -0.20858
N -0.14222 -1.17132 0.31106
N 1.36517 0.05271 0.60457
O 3.14018 -1.06107 -0.35128
O 3.03058 1.13646 0.13024
H 0.62118 0.27153 -1.28161
H -0.60055 0.81368 -0.07140
H -0.84843 -0.89564 0.98328
*
```

No. 7
# H8O4

A 4-piece molecular cluster, H8O4 overall at a distorted geometry (ωB97M-V/def2-TZVPD, OMol25).

Properties
SMILES string: O.O.O.O
ΔE to the lowest compared entry with this formula, charge and spin, kcal/mol: 20.7
HOMO energy, Eh: -0.40257
Gap between HOMO and LUMO, eV: 11.12

Geometry as ORCA input:
```
! RIJCOSX wB97M-V def2-TZVPD def2/J DEFGRID3
* xyz 0 1
O -0.83242 0.02350 -2.03308
H -1.67142 0.49850 -2.27108
H -0.41942 -0.20050 -2.88408
O 0.71858 1.30550 0.06392
H 0.35658 0.66550 -0.52608
H -0.08442 1.75150 0.35292
O -1.47742 -1.25150 0.38092
H -0.57242 -1.44750 0.43692
H -1.52242 -0.74250 -0.41808
O 1.77458 -0.52350 2.13392
H 2.15258 -0.38450 3.00892
H 1.57758 0.30550 1.75492
*
```

No. 8
# C10H31ClO9

A 6-piece molecular cluster, C10H31ClO9 overall at a distorted geometry (ωB97M-V/def2-TZVPD, OMol25).

Properties
ΔE to the lowest compared entry with this formula, charge and spin, kcal/mol: 21.5
HOMO energy, Eh: -0.34472
Gap between HOMO and LUMO, eV: 7.50

Geometry as ORCA input:
```
! RIJCOSX wB97M-V def2-TZVPD def2/J DEFGRID3
* xyz 0 1
O -3.41563 3.53731 -2.51654
H -3.20918 4.48026 -2.65298
H -4.19842 3.24878 -3.01943
H -2.64190 2.95101 -2.75957
Cl -1.18231 1.06784 -0.89949
O 0.07465 1.47705 -0.32633
O -1.25619 1.77967 -2.18230
O -1.26051 -0.33194 -1.19557
O -2.29747 1.46787 -0.08134
C 0.65693 -3.29363 -0.72087
C 0.00651 -4.30772 0.20533
C -0.10184 -5.68442 -0.42912
O 0.86684 -4.47349 1.34051
H 0.30350 -3.35336 -1.75517
H 1.70842 -3.56856 -0.81435
H 0.47003 -2.29761 -0.32509
H -1.03079 -4.08571 0.47421
H -0.37995 -6.41051 0.33979
H 0.81116 -6.11468 -0.85329
H -0.84403 -5.71245 -1.22945
H 0.76398 -3.68514 1.88572
C 4.08973 0.36938 0.71384
C 3.34224 -0.94828 0.77754
C 3.89011 -1.97170 1.73470
O 1.99388 -0.65583 1.20764
H 3.98128 0.88353 1.67139
H 3.74378 0.98905 -0.11200
H 5.17360 0.23831 0.63121
H 3.13492 -1.39764 -0.20061
H 3.36078 -2.91832 1.59348
H 3.88677 -1.68224 2.78250
H 4.89683 -2.27123 1.42307
H 1.57952 0.04323 0.68919
C -0.36823 6.19625 0.35684
C -0.66791 4.76082 0.76035
C -0.37888 4.44984 2.22352
O -2.05700 4.46251 0.53929
H -0.16254 6.26028 -0.71167
H 0.46507 6.63664 0.90165
H -1.26013 6.77924 0.60313
H -0.04072 4.10931 0.14463
H -0.88255 5.11851 2.92054
H 0.69389 4.62103 2.37937
H -0.56729 3.39656 2.41835
H -2.11471 3.53181 0.29482
C -3.29728 -3.22097 -1.58028
O -3.47646 -2.63710 -0.30757
H -3.99172 -2.83455 -2.33596
H -2.31229 -2.96451 -1.99482
H -3.31682 -4.30837 -1.58649
H -3.18170 -1.72611 -0.42230
*
```